Computed, not measured: a cluster of 7 separate species, H14O7 in total, with wB97M-V/def2-TZVPD.

- E_LUMO: 0.235 eV
- Energy above the lowest of the compared OMol25 structures with the same formula, charge and spin: 32.4 kcal/mol
- Calculated total energy: -14560.056 eV
- SMILES: O.O.O.O.O.O.O
- Charge: 0
- Gap between HOMO and LUMO: 10.98 eV
- Spin multiplicity: 1

Element x y z (Å)
O  13.7897  -27.8966  -24.0440
H  13.0440  -27.5503  -23.5538
H  13.7110  -27.5008  -24.9119
O  15.9495  -25.0501  -26.4962
H  16.2090  -25.5222  -25.7050
H  16.4939  -24.2628  -26.4952
O  11.3341  -27.7102  -28.7191
H  10.7788  -27.7308  -27.9398
H  12.1978  -27.9785  -28.4056
O  16.0199  -26.1981  -28.9427
H  15.9878  -25.7608  -28.0918
H  16.9517  -26.2343  -29.1589
O  16.4694  -29.6452  -28.7396
H  16.3862  -29.9368  -29.6475
H  16.6433  -30.4462  -28.2452
O  14.1979  -27.9156  -27.5191
H  14.5850  -27.1428  -27.9305
H  14.8788  -28.5856  -27.5786
O  18.4586  -27.9238  -27.4916
H  17.7137  -28.2284  -28.0097
H  18.9155  -27.3096  -28.0663

Cartesian forces (eV/Å) of the 2 atoms listed first:
O 0.180 -0.079 0.201
H -0.165 0.052 0.163